A single C4H10O molecule. Source: OMol25; level of theory: ωB97M-V with the def2-TZVPD basis set.

Values from the calculation:
- molar mass (u) = 74.12
- energy relative to the best compared isomer or geometry (same formula, charge and spin) (kJ/mol) = 16.6
- spin multiplicity = 1
- LUMO (eV) = 1.00
- calculated total energy (eV) = -6357.6309
- SMILES = CC[C@@H](C)O
- HOMO level (eV) = -10.27
- HOMO-LUMO gap (eV) = 11.27

The geometry in XYZ format:
```
15
C4H10O, DFT ωB97M-V with the def2-TZVPD basis set
C -0.89 1.17 -1.39
C 0.24 0.28 -0.87
C -0.20 -0.60 0.30
C 0.95 -1.41 0.90
O -0.77 0.26 1.27
H -1.28 1.79 -0.58
H -1.73 0.56 -1.77
H -0.55 1.82 -2.20
H 0.63 -0.36 -1.67
H 1.07 0.91 -0.52
H -0.97 -1.30 -0.07
H 1.18 -2.30 0.30
H 1.86 -0.80 0.98
H 0.70 -1.74 1.91
H -1.19 -0.29 1.94
```

---

2 unconnected molecules or ions with the total composition C4H10O in a non-equilibrium geometry. Source: OMol25; level of theory: ωB97M-V with the def2-TZVPD basis set.

Values from the calculation:
- molar mass (u) = 74.12
- energy relative to the best compared isomer or geometry (same formula, charge and spin) (kJ/mol) = 262.2
- spin multiplicity = 1
- LUMO (eV) = 1.04
- calculated total energy (eV) = -6355.0855
- SMILES = C=CC.CO
- HOMO level (eV) = -9.55
- HOMO-LUMO gap (eV) = 10.59

The geometry in XYZ format:
```
15
C4H10O, DFT ωB97M-V with the def2-TZVPD basis set
C -1.58 -1.06 0.65
C -1.58 0.22 0.06
C -1.25 0.45 -1.47
H -1.72 -1.14 1.75
H -1.66 -2.09 -0.08
H -2.05 1.06 0.59
H -1.72 -0.35 -2.02
H -0.16 0.63 -1.60
H -1.86 1.35 -1.70
C 2.05 0.73 0.76
O 1.97 -0.49 0.00
H 3.10 1.08 0.82
H 1.62 0.69 1.81
H 1.74 1.56 0.15
H 1.16 -0.96 0.29
```

---

A single C4H10O molecule in a non-equilibrium geometry. Source: OMol25; level of theory: ωB97M-V with the def2-TZVPD basis set.

Values from the calculation:
- molar mass (u) = 74.12
- energy relative to the best compared isomer or geometry (same formula, charge and spin) (kJ/mol) = 142.7
- spin multiplicity = 1
- LUMO (eV) = 0.92
- calculated total energy (eV) = -6356.3239
- SMILES = CC(C)(C)O
- HOMO level (eV) = -10.28
- HOMO-LUMO gap (eV) = 11.20

The geometry in XYZ format:
```
15
C4H10O, DFT ωB97M-V with the def2-TZVPD basis set
C 0.53 -0.50 1.23
C -0.24 -0.11 -0.01
C 0.50 -0.54 -1.23
C -0.31 1.43 0.03
O -1.65 -0.52 -0.09
H -0.02 -0.32 2.21
H 0.69 -1.65 1.18
H 1.43 -0.06 1.11
H 0.02 -0.08 -2.22
H 0.67 -1.54 -1.43
H 1.46 -0.21 -1.28
H -1.11 1.81 -0.76
H -0.62 1.91 1.05
H 0.64 1.73 -0.17
H -1.98 -1.34 0.36
```

---

2 unconnected molecules or ions with the total composition C4H10O. Source: OMol25; level of theory: ωB97M-V with the def2-TZVPD basis set.

Values from the calculation:
- molar mass (u) = 74.12
- energy relative to the best compared isomer or geometry (same formula, charge and spin) (kJ/mol) = 92.1
- spin multiplicity = 1
- LUMO (eV) = 0.91
- calculated total energy (eV) = -6356.8484
- SMILES = C=CCC.O
- HOMO level (eV) = -9.90
- HOMO-LUMO gap (eV) = 10.81

The geometry in XYZ format:
```
15
C4H10O, DFT ωB97M-V with the def2-TZVPD basis set
C 0.37 -1.68 -0.40
C 0.87 -0.57 -0.92
C 0.62 0.84 -0.44
C 0.10 1.74 -1.57
H 0.62 -2.66 -0.78
H -0.37 -1.77 0.38
H 1.60 -0.69 -1.71
H -0.08 0.85 0.40
H 1.60 1.23 -0.13
H -0.89 1.43 -1.92
H -0.02 2.77 -1.19
H 0.82 1.79 -2.39
O -1.46 -0.61 2.81
H -1.98 0.21 2.77
H -1.02 -0.68 1.96
```

---

2 unconnected molecules or ions with the total composition C4H10O in a non-equilibrium geometry. Source: OMol25; level of theory: ωB97M-V with the def2-TZVPD basis set.

Values from the calculation:
- molar mass (u) = 74.12
- energy relative to the best compared isomer or geometry (same formula, charge and spin) (kJ/mol) = 95.3
- spin multiplicity = 1
- LUMO (eV) = 0.92
- calculated total energy (eV) = -6356.8149
- SMILES = CC=O.CC
- HOMO level (eV) = -9.91
- HOMO-LUMO gap (eV) = 10.82

The geometry in XYZ format:
```
15
C4H10O, DFT ωB97M-V with the def2-TZVPD basis set
C -3.31 -0.86 2.24
C -1.97 -0.51 2.95
O -1.46 0.57 2.94
H -3.84 -0.06 1.75
H -2.94 -1.69 1.63
H -3.98 -1.30 2.98
H -1.57 -1.48 3.31
C 1.82 1.14 -1.96
C 2.93 0.22 -2.46
H 1.03 1.09 -2.71
H 1.39 0.85 -1.01
H 2.15 2.17 -1.92
H 3.39 0.56 -3.39
H 2.61 -0.81 -2.61
H 3.75 0.11 -1.75
```

---

2 unconnected molecules or ions with the total composition C4H10O in a non-equilibrium geometry. Source: OMol25; level of theory: ωB97M-V with the def2-TZVPD basis set.

Values from the calculation:
- molar mass (u) = 74.12
- energy relative to the best compared isomer or geometry (same formula, charge and spin) (kJ/mol) = 169.0
- spin multiplicity = 1
- LUMO (eV) = 0.95
- calculated total energy (eV) = -6356.0512
- SMILES = C=CC.CO
- HOMO level (eV) = -9.43
- HOMO-LUMO gap (eV) = 10.38

The geometry in XYZ format:
```
15
C4H10O, DFT ωB97M-V with the def2-TZVPD basis set
C -2.83 -3.19 0.45
C -2.24 -3.17 1.64
C -1.06 -2.39 2.13
H -3.43 -4.06 0.21
H -2.79 -2.36 -0.24
H -2.57 -3.95 2.32
H -0.18 -3.04 2.20
H -0.76 -1.61 1.44
H -1.31 -2.08 3.14
C 2.14 3.42 -1.89
O 3.27 4.27 -1.91
H 1.48 3.62 -1.05
H 1.59 3.48 -2.82
H 2.53 2.42 -1.71
H 3.00 5.17 -2.13
```

---

A single C4H10O molecule in a non-equilibrium geometry. Source: OMol25; level of theory: ωB97M-V with the def2-TZVPD basis set.

Values from the calculation:
- molar mass (u) = 74.12
- energy relative to the best compared isomer or geometry (same formula, charge and spin) (kJ/mol) = 86.2
- spin multiplicity = 1
- LUMO (eV) = 1.17
- calculated total energy (eV) = -6356.9096
- SMILES = CCCOC
- HOMO level (eV) = -9.77
- HOMO-LUMO gap (eV) = 10.94

The geometry in XYZ format:
```
15
C4H10O, DFT ωB97M-V with the def2-TZVPD basis set
C -2.21 0.24 0.67
C -1.13 -0.32 -0.26
C 0.23 0.06 0.27
O 1.24 -0.62 -0.47
C 2.55 -0.12 -0.33
H -2.01 1.30 0.91
H -3.15 0.20 0.15
H -2.31 -0.31 1.62
H -1.34 0.03 -1.28
H -1.19 -1.42 -0.28
H 0.09 -0.18 1.35
H 0.43 1.14 0.23
H 3.22 -0.71 -0.98
H 2.65 0.94 -0.63
H 2.90 -0.22 0.71
```

---

3 unconnected molecules or ions with the total composition C4H10O. Source: OMol25; level of theory: ωB97M-V with the def2-TZVPD basis set.

Values from the calculation:
- molar mass (u) = 74.12
- energy relative to the best compared isomer or geometry (same formula, charge and spin) (kJ/mol) = 229.8
- spin multiplicity = 1
- LUMO (eV) = 1.11
- calculated total energy (eV) = -6355.4215
- SMILES = [H][H].CC=O.C=C
- HOMO level (eV) = -9.90
- HOMO-LUMO gap (eV) = 11.02

The geometry in XYZ format:
```
15
C4H10O, DFT ωB97M-V with the def2-TZVPD basis set
H -1.27 0.32 -2.79
H -1.24 -0.27 -2.34
C 1.06 -1.63 0.97
C 0.40 -1.30 -0.34
O -0.70 -1.69 -0.65
H 1.63 -0.78 1.36
H 0.30 -1.95 1.70
H 1.76 -2.46 0.81
H 0.99 -0.67 -1.03
C -0.44 2.09 -0.18
C -0.54 1.39 0.95
H 0.39 2.77 -0.35
H -1.17 2.00 -0.97
H 0.19 1.48 1.75
H -1.37 0.70 1.12
```

---

A single C4H10O molecule in a non-equilibrium geometry. Source: OMol25; level of theory: ωB97M-V with the def2-TZVPD basis set.

Values from the calculation:
- molar mass (u) = 74.12
- energy relative to the best compared isomer or geometry (same formula, charge and spin) (kJ/mol) = 62.8
- spin multiplicity = 1
- LUMO (eV) = 0.97
- calculated total energy (eV) = -6357.1523
- SMILES = CC[C@H](C)O
- HOMO level (eV) = -10.19
- HOMO-LUMO gap (eV) = 11.17

The geometry in XYZ format:
```
15
C4H10O, DFT ωB97M-V with the def2-TZVPD basis set
C -1.56 0.06 -0.52
C -0.68 -0.43 0.66
C 0.82 -0.26 0.42
C 1.27 1.10 -0.12
O 1.24 -1.25 -0.57
H -2.59 -0.21 -0.38
H -1.31 -0.43 -1.51
H -1.49 1.19 -0.63
H -0.91 -1.50 0.93
H -1.03 0.21 1.51
H 1.31 -0.52 1.38
H 2.35 1.16 -0.08
H 1.01 1.05 -1.25
H 0.63 1.95 0.37
H 0.93 -2.09 -0.20
```

---

2 unconnected molecules or ions with the total composition C4H10O in a non-equilibrium geometry. Source: OMol25; level of theory: ωB97M-V with the def2-TZVPD basis set.

Values from the calculation:
- molar mass (u) = 74.12
- energy relative to the best compared isomer or geometry (same formula, charge and spin) (kJ/mol) = 79.3
- spin multiplicity = 1
- LUMO (eV) = 0.80
- calculated total energy (eV) = -6356.9813
- SMILES = C=C(C)C.O
- HOMO level (eV) = -9.37
- HOMO-LUMO gap (eV) = 10.16

The geometry in XYZ format:
```
15
C4H10O, DFT ωB97M-V with the def2-TZVPD basis set
C -0.99 2.27 -0.05
C -0.43 1.07 -0.10
C 1.04 0.80 -0.13
C -1.27 -0.19 -0.27
H -2.06 2.43 -0.08
H -0.35 3.13 0.05
H 1.30 0.23 0.77
H 1.57 1.75 -0.08
H 1.24 0.22 -1.03
H -2.30 -0.13 0.07
H -0.80 -0.99 0.28
H -1.29 -0.44 -1.34
O 1.30 -3.00 0.61
H 1.71 -3.17 -0.26
H 0.36 -2.82 0.44
```

---

A single C4H10O molecule in a non-equilibrium geometry. Source: OMol25; level of theory: ωB97M-V with the def2-TZVPD basis set.

Values from the calculation:
- molar mass (u) = 74.12
- energy relative to the best compared isomer or geometry (same formula, charge and spin) (kJ/mol) = 82.4
- spin multiplicity = 1
- LUMO (eV) = 1.18
- calculated total energy (eV) = -6356.9485
- SMILES = CCOCC
- HOMO level (eV) = -9.78
- HOMO-LUMO gap (eV) = 10.96

The geometry in XYZ format:
```
15
C4H10O, DFT ωB97M-V with the def2-TZVPD basis set
C -0.90 1.76 0.73
C 0.09 1.40 -0.35
O -0.05 0.06 -0.81
C 0.51 -0.88 0.08
C 0.29 -2.26 -0.58
H -0.91 1.06 1.57
H -1.91 1.72 0.32
H -0.69 2.78 1.12
H 1.10 1.54 0.05
H 0.04 2.04 -1.22
H 1.60 -0.71 0.28
H 0.04 -0.81 1.09
H 0.98 -3.04 -0.07
H -0.81 -2.52 -0.55
H 0.62 -2.14 -1.65
```

---

2 unconnected molecules or ions with the total composition C4H10O. Source: OMol25; level of theory: ωB97M-V with the def2-TZVPD basis set.

Values from the calculation:
- molar mass (u) = 74.12
- energy relative to the best compared isomer or geometry (same formula, charge and spin) (kJ/mol) = 63.5
- spin multiplicity = 1
- LUMO (eV) = 1.04
- calculated total energy (eV) = -6357.1448
- SMILES = C/C=C/C.O
- HOMO level (eV) = -9.53
- HOMO-LUMO gap (eV) = 10.57

The geometry in XYZ format:
```
15
C4H10O, DFT ωB97M-V with the def2-TZVPD basis set
C 2.10 0.02 -0.40
C 0.74 -0.61 -0.29
C -0.40 -0.02 -0.64
C -1.77 -0.63 -0.49
H 2.03 1.08 -0.64
H 2.71 -0.47 -1.18
H 2.66 -0.08 0.54
H 0.71 -1.63 0.11
H -0.36 0.99 -1.05
H -2.24 -0.78 -1.47
H -1.72 -1.59 0.02
H -2.41 0.04 0.09
O -0.89 1.15 2.13
H -0.36 0.55 1.58
H -0.80 1.99 1.68
```